DFT (ωB97M-V/def2-TZVPD) results for a 14-piece molecular cluster, C78H197N13O27 overall.

```
! RIJCOSX wB97M-V def2-TZVPD def2/J DEFGRID3
* xyz 0 1
C 33.13 19.94 17.68
O 33.12 21.24 17.16
C 32.39 22.09 18.01
C 30.87 21.83 17.98
N 30.32 21.73 16.64
C 28.94 21.15 16.65
C 28.56 20.84 15.23
O 29.38 19.88 14.76
C 29.20 19.57 13.42
H 33.71 19.74 18.61
H 33.60 19.37 16.89
H 32.10 19.57 17.80
H 32.51 23.07 17.63
H 32.81 22.00 19.05
H 30.40 22.62 18.54
H 30.68 20.87 18.48
H 30.90 21.10 16.09
H 28.23 21.88 17.01
H 28.83 20.27 17.40
H 28.73 21.81 14.65
H 27.51 20.46 15.24
H 29.55 20.40 12.79
H 28.15 19.40 13.14
H 29.70 18.65 13.18
C 22.08 24.46 21.70
O 20.78 24.31 22.39
C 20.56 22.93 22.72
C 19.25 22.74 23.50
N 18.19 22.23 22.63
C 17.84 23.30 21.70
C 16.54 23.02 20.99
O 15.49 23.29 21.89
C 14.25 22.79 21.39
H 22.94 24.41 22.42
H 22.10 25.48 21.31
H 22.41 23.71 20.90
H 21.40 22.51 23.36
H 20.49 22.32 21.78
H 18.98 23.70 23.97
H 19.39 22.06 24.33
H 17.43 22.05 23.26
H 18.62 23.35 20.92
H 17.86 24.24 22.25
H 16.53 21.95 20.58
H 16.42 23.73 20.09
H 14.34 21.70 21.28
H 14.03 23.27 20.41
H 13.47 22.94 22.17
C 24.46 20.10 27.58
O 24.49 20.57 28.89
C 23.34 21.32 29.25
C 23.38 21.67 30.70
N 23.27 20.33 31.36
C 23.63 20.57 32.78
C 22.52 21.37 33.50
O 22.69 21.20 34.91
C 21.59 21.67 35.63
H 23.49 19.57 27.45
H 25.35 19.46 27.44
H 24.49 20.93 26.91
H 22.43 20.69 29.23
H 23.33 22.11 28.40
H 22.54 22.34 30.81
H 24.20 22.27 31.04
H 24.15 19.89 31.00
H 24.59 21.05 32.94
H 23.76 19.59 33.21
H 21.59 20.96 33.22
H 22.51 22.43 33.21
H 21.41 22.66 35.22
H 21.84 21.60 36.67
H 20.68 21.07 35.53
C 25.55 26.10 22.02
O 25.34 25.40 23.26
C 26.00 26.14 24.25
C 25.61 25.63 25.65
N 24.19 25.69 26.02
C 23.30 24.63 25.52
C 21.94 24.83 26.17
O 21.27 25.99 25.64
C 19.95 26.09 26.19
H 26.64 26.35 21.93
H 24.95 27.07 22.03
H 25.25 25.46 21.19
H 25.72 27.23 24.14
H 27.08 26.06 24.23
H 26.15 26.29 26.30
H 26.06 24.64 25.73
H 23.81 26.58 25.78
H 23.69 23.65 25.83
H 23.25 24.52 24.44
H 22.11 24.94 27.27
H 21.36 23.91 26.00
H 19.62 27.08 25.87
H 19.93 25.98 27.28
H 19.25 25.33 25.78
C 24.45 17.97 19.12
O 23.29 18.36 19.83
C 23.66 18.58 21.21
C 22.42 18.94 21.88
N 22.47 19.17 23.37
C 21.05 19.25 23.86
C 21.08 19.63 25.33
O 21.70 18.66 26.14
C 20.84 17.60 26.43
H 24.89 17.01 19.37
H 25.24 18.71 19.33
H 24.21 17.94 18.07
H 24.38 19.39 21.20
H 24.11 17.73 21.70
H 21.56 18.25 21.64
H 22.09 19.88 21.50
H 22.80 18.30 23.86
H 20.41 18.32 23.74
H 20.59 20.14 23.36
H 20.12 19.92 25.80
H 21.75 20.50 25.49
H 20.78 16.91 25.60
H 19.79 17.93 26.66
H 21.36 17.07 27.17
C 38.53 20.74 26.40
O 37.64 20.99 25.38
C 37.05 22.32 25.29
C 36.45 22.79 26.61
N 35.67 24.07 26.41
C 35.13 24.64 27.64
C 34.60 23.68 28.72
O 33.43 22.91 28.33
C 32.76 22.24 29.36
H 39.19 21.61 26.48
H 39.11 19.82 26.12
H 38.05 20.66 27.38
H 36.27 22.27 24.53
H 37.80 23.09 25.05
H 37.26 22.95 27.38
H 35.65 22.10 26.92
H 34.95 23.81 25.74
H 34.43 25.44 27.34
H 35.91 25.22 28.15
H 34.35 24.31 29.62
H 35.32 22.95 29.07
H 32.31 22.95 30.09
H 33.43 21.58 29.98
H 31.98 21.72 28.81
C 32.45 25.28 25.42
O 33.03 24.11 24.80
C 32.32 22.99 25.12
C 32.85 21.73 24.45
N 34.06 21.19 25.12
C 34.66 19.99 24.49
C 33.81 18.73 24.49
O 33.42 18.60 25.81
C 32.64 17.43 26.11
H 32.95 26.21 25.07
H 32.55 25.19 26.48
H 31.38 25.33 25.22
H 31.27 23.19 24.92
H 32.35 22.90 26.23
H 33.00 21.82 23.39
H 32.08 20.94 24.44
H 33.72 20.92 26.05
H 35.55 19.76 25.06
H 34.99 20.25 23.50
H 34.53 17.95 24.16
H 32.98 18.82 23.78
H 32.91 17.18 27.12
H 32.97 16.65 25.46
H 31.57 17.63 26.04
C 29.10 20.62 32.40
O 29.22 20.71 31.02
C 28.07 20.35 30.25
C 27.50 21.56 29.55
N 26.98 22.60 30.36
C 26.37 23.66 29.57
C 25.79 24.75 30.42
O 26.79 25.45 31.06
C 26.28 26.43 31.86
H 29.97 21.04 32.85
H 28.95 19.63 32.76
H 28.27 21.17 32.75
H 27.24 19.98 30.91
H 28.32 19.53 29.58
H 26.68 21.22 28.90
H 28.32 22.00 28.91
H 27.78 23.00 30.86
H 25.53 23.26 28.98
H 27.09 24.04 28.83
H 24.99 24.40 31.08
H 25.16 25.44 29.75
H 27.07 26.90 32.45
H 25.58 25.97 32.52
H 25.79 27.14 31.26
C 27.64 14.85 20.54
O 28.36 16.02 20.82
C 27.83 17.21 20.31
C 28.90 18.25 20.29
N 29.29 18.68 21.70
C 30.55 19.42 21.80
C 30.26 20.89 21.61
O 31.46 21.55 21.29
C 31.34 22.88 21.58
H 27.58 14.75 19.45
H 26.62 14.79 20.95
H 28.24 14.00 20.94
H 26.99 17.58 20.91
H 27.57 17.05 19.19
H 28.47 19.09 19.75
H 29.82 17.94 19.74
H 29.40 17.87 22.31
H 31.32 19.19 21.11
H 30.94 19.36 22.85
H 29.71 21.26 22.45
H 29.55 21.06 20.71
H 30.47 23.31 21.07
H 32.22 23.43 21.26
H 31.21 23.10 22.66
C 19.53 20.63 19.31
O 19.81 22.01 19.11
C 19.37 22.55 17.84
C 19.58 24.03 17.86
N 20.96 24.41 18.26
C 21.98 23.92 17.28
C 23.42 24.06 17.80
O 23.67 23.31 18.98
C 23.56 21.89 18.82
H 19.36 20.06 18.37
H 18.54 20.54 19.87
H 20.43 20.23 19.74
H 18.28 22.39 17.61
H 20.00 22.10 17.05
H 18.90 24.43 18.64
H 19.31 24.64 17.03
H 21.24 23.94 19.16
H 21.93 24.53 16.34
H 21.71 22.92 16.92
H 23.55 25.12 17.99
H 23.98 23.62 16.94
H 23.93 21.41 17.93
H 22.56 21.47 19.02
H 24.28 21.46 19.59
C 26.99 22.07 19.56
O 26.52 21.53 20.75
C 25.95 22.62 21.54
C 25.60 22.14 22.89
N 26.81 21.74 23.63
C 26.56 20.86 24.75
C 27.92 20.34 25.27
O 28.57 21.30 26.07
C 29.78 20.78 26.53
H 27.96 22.60 19.71
H 26.22 22.66 19.09
H 27.20 21.19 18.98
H 25.08 23.02 20.97
H 26.74 23.34 21.75
H 24.90 21.33 22.80
H 25.14 23.00 23.43
H 27.39 21.26 22.95
H 25.98 19.98 24.54
H 26.13 21.47 25.61
H 28.51 20.05 24.41
H 27.85 19.42 25.91
H 30.34 21.57 27.00
H 30.33 20.33 25.67
H 29.59 19.97 27.25
C 29.10 16.53 25.05
O 27.76 16.71 25.33
C 26.96 17.13 24.29
C 25.57 17.26 24.89
N 25.04 16.06 25.29
C 24.04 16.24 26.38
C 23.62 14.86 26.91
O 22.94 14.11 26.00
C 22.53 12.75 26.40
H 29.30 15.84 24.22
H 29.67 16.01 25.84
H 29.55 17.50 24.88
H 26.98 16.41 23.48
H 27.31 18.03 23.79
H 24.96 17.68 24.07
H 25.54 17.96 25.71
H 25.81 15.49 25.64
H 23.15 16.71 25.99
H 24.41 16.85 27.17
H 23.12 15.05 27.86
H 24.53 14.33 27.22
H 21.97 12.42 25.54
H 22.01 12.88 27.34
H 23.41 12.12 26.57
C 29.48 27.10 23.25
O 29.17 26.85 21.86
C 30.19 26.19 21.20
C 29.70 25.72 19.87
N 29.35 26.84 19.05
C 28.63 26.41 17.85
C 28.19 27.60 16.96
O 27.40 28.40 17.70
C 27.12 29.68 17.17
H 29.51 26.14 23.82
H 28.69 27.74 23.64
H 30.47 27.60 23.36
H 30.55 25.35 21.88
H 31.02 26.86 21.05
H 28.83 25.00 19.94
H 30.54 25.22 19.35
H 28.77 27.47 19.54
H 27.74 25.83 18.13
H 29.25 25.70 17.26
H 27.65 27.33 16.08
H 29.11 28.21 16.69
H 28.08 30.25 17.05
H 26.61 30.15 18.02
H 26.70 29.71 16.23
O 28.66 23.85 24.58
H 27.98 23.36 24.10
H 28.87 23.21 25.30
*
```

Results
HOMO energy, eV: -8.191
HOMO-LUMO gap, eV: 8.60